1.
# C28H28LuN2Si

A molecular structure, C28H28LuN2Si at a distorted geometry (ωB97M-V with the def2-TZVPD basis set, OMol25).

The geometry in XYZ format:
```
60
Properties=species:S:1:pos:R:3:nbo_charge:R:1
C 1.0281 -1.3331 3.5500 -0.4059
C 0.0166 -1.9038 2.7111 -0.3787
C 0.6690 -2.5283 1.5922 -0.3540
H -1.0698 -1.8242 2.8567 0.2714
C 2.0867 -2.3728 1.7660 -0.4020
C 2.3071 -1.6235 2.9701 -0.4131
H 3.2750 -1.3191 3.3719 0.2607
H 0.8539 -0.7571 4.4651 0.2586
H 0.1635 -2.9768 0.7227 0.2943
H 2.8520 -2.7118 1.0589 0.2660
Lu 1.1845 -0.1817 1.4981 1.8964
C -1.0720 2.3480 -1.3580 -0.8489
H -1.6233 1.5827 -0.8051 0.2144
H -0.7241 1.9724 -2.3463 0.2484
H -0.1640 2.6506 -0.7341 0.1748
Si -1.3291 -0.7373 -1.7878 0.6119
C -3.2305 -0.5013 -2.2060 -0.4023
C -3.9891 -1.4138 -1.4444 -0.2330
H -3.4617 -2.1839 -0.8649 0.1994
C -5.3905 -1.2887 -1.3618 -0.2162
H -5.9389 -1.9880 -0.7155 0.2103
C -6.0603 -0.2561 -2.0518 -0.2205
H -7.1582 -0.1889 -1.9868 0.2183
C -5.3241 0.6114 -2.8911 -0.2134
H -5.8633 1.4094 -3.4372 0.2176
C -3.9181 0.4835 -2.9861 -0.2297
H -3.3445 1.1845 -3.6183 0.2169
C -0.7825 -2.2433 -2.7700 -0.4911
C -1.6651 -2.8315 -3.7031 -0.2054
H -2.6619 -2.4159 -3.8296 0.2232
C -1.2690 -3.8394 -4.5982 -0.2054
H -2.0105 -4.2870 -5.2633 0.2142
C 0.0574 -4.2753 -4.6839 -0.2144
H 0.3608 -5.0497 -5.4249 0.2232
C 0.9786 -3.5855 -3.8735 -0.2390
H 2.0362 -3.8232 -4.0172 0.2046
C 0.5791 -2.6180 -2.9256 -0.1652
H 1.3573 -2.0885 -2.3864 0.1766
H -1.8362 3.1359 -1.4221 0.2208
H -1.1611 0.3815 -2.7870 -0.2237
C 5.2638 1.4892 0.5639 -0.2190
C 5.3768 2.6062 1.3981 -0.1092
C 4.2847 2.9894 2.1734 -0.1980
C 3.0933 2.2588 2.1251 0.1714
N 3.0309 1.1209 1.3579 -0.6127
C 4.0652 0.7745 0.5386 0.0809
C 1.9024 2.5755 2.9203 0.2434
C 1.8336 3.6666 3.7914 -0.2156
C 0.6766 3.8799 4.5413 -0.1098
C -0.3971 2.9998 4.3988 -0.2227
C -0.2900 1.9338 3.5144 0.0821
N 0.8550 1.6947 2.8167 -0.6073
H 6.0875 1.1549 -0.0647 0.2560
H 6.3358 3.1362 1.4597 0.2546
H 4.3587 3.8331 2.8491 0.2369
H 3.8799 -0.0940 -0.1091 0.2314
H 2.6940 4.3173 3.8939 0.2361
H 0.6167 4.6984 5.2579 0.2519
H -1.3209 3.1242 4.9689 0.2568
H -1.1052 1.2282 3.3213 0.2327
```

Energy relative to the best compared isomer or geometry (same formula, charge and spin) (kJ/mol): 143.9
Total charge: +1
DFT total energy (Eh): -2717.997585
HOMO-LUMO gap (eV): 3.8
Spin multiplicity: 1
F_max (eV/A): 4.2

2.
# H42O21

21 unconnected molecules or ions with the total composition H42O21 at a distorted geometry (ωB97M-V with the def2-TZVPD basis set, OMol25).

The geometry in XYZ format:
```
63
Properties=species:S:1:pos:R:3:nbo_charge:R:1
O 2.6612 -0.5409 -2.0800 -0.9954
H 1.8346 -0.5430 -1.5133 0.4865
H 2.6142 0.3048 -2.5223 0.4567
O 0.3402 -3.2398 -3.4669 -0.9491
H 1.2664 -3.4837 -3.1171 0.4851
H 0.2035 -2.4106 -3.0008 0.4640
O -2.5428 1.8820 -2.1650 -0.9679
H -2.4619 2.3432 -3.0300 0.5075
H -3.1332 2.3889 -1.6270 0.4945
O 0.8771 2.4409 -2.6142 -0.9947
H -0.0026 2.6061 -2.2345 0.5184
H 1.2332 1.6382 -2.9257 0.4876
O -1.1277 -3.9893 0.7239 -0.9537
H -0.6213 -4.7229 0.3724 0.4495
H -1.0444 -3.8410 1.6888 0.5000
O 1.4594 0.2877 1.3922 -0.9442
H 1.3105 -0.4171 2.0018 0.4505
H 0.9799 -0.0003 0.6394 0.4841
O -1.0024 -3.1074 3.3849 -0.9411
H -1.0560 -2.6283 4.2094 0.4766
H -0.0501 -3.1494 3.2733 0.4742
O -2.2963 -0.6098 -1.2830 -0.9915
H -1.7669 -0.6460 -0.5227 0.4912
H -2.2628 0.3631 -1.5258 0.4821
O -4.0322 -2.3115 1.8019 -0.9600
H -4.3709 -1.6111 1.2650 0.4869
H -3.8286 -2.1561 2.7283 0.4746
O 0.9385 0.8963 -4.8482 -0.9676
H 0.3487 1.0812 -4.1406 0.4872
H 0.8286 0.1054 -5.3311 0.4796
O -2.0175 2.3400 1.3626 -0.9509
H -1.6196 2.0425 2.1808 0.4759
H -1.4271 1.8876 0.7715 0.4757
O -1.0366 -1.2001 1.2666 -0.9415
H -1.5253 -0.8729 1.9840 0.4761
H -0.2166 -1.6349 1.5417 0.4684
O 1.3323 0.4670 4.1609 -0.9687
H 0.6137 0.2532 4.7451 0.4823
H 2.2279 0.3680 4.5596 0.4934
O 2.7288 -2.6813 -0.6576 -0.9686
H 3.2507 -1.8225 -0.5938 0.5081
H 3.2347 -3.2334 -0.1021 0.4575
O 1.1511 -4.9285 2.0417 -0.9404
H 1.9157 -4.3295 2.1267 0.4667
H 0.9279 -4.9194 1.0940 0.4708
O 1.1124 3.0457 3.7864 -0.9782
H 1.9494 2.9436 4.3183 0.4665
H 1.0589 2.2026 3.1718 0.5060
O 2.3303 4.4182 1.7276 -0.9658
H 1.7464 4.3212 0.9453 0.4853
H 1.7365 4.8677 2.2910 0.4587
O -2.4574 4.5418 -0.4299 -0.9401
H -2.0475 4.8578 0.3960 0.4790
H -2.9369 3.8367 -0.0371 0.4615
O -1.1670 -0.2075 -3.9251 -0.9982
H -1.0873 -1.1306 -4.4647 0.4969
H -2.0229 -0.3745 -3.4230 0.5047
O 1.8172 3.9090 -0.7714 -0.9505
H 1.9034 3.1225 -1.2507 0.4875
H 2.6934 4.2333 -0.8721 0.4698
O 0.4000 -0.8411 -0.9802 -1.0068
H -0.3047 -0.6267 -1.7182 0.5333
H 0.4397 -1.7851 -0.7790 0.5140
```

Energy relative to the best compared isomer or geometry (same formula, charge and spin) (kJ/mol): 896.5
Total charge: 0
DFT total energy (Eh): -1605.082661
HOMO-LUMO gap (eV): 8.9
Spin multiplicity: 1
F_max (eV/A): 4.4

3.
# C19H31BrN2O2S2SiTc

A molecular structure, C19H31BrN2O2S2SiTc (ωB97M-V with the def2-TZVPD basis set, OMol25).

The geometry in XYZ format:
```
59
Properties=species:S:1:pos:R:3:mulliken_spin:R:1
Tc 0.1592 0.2594 0.6214 2.5646
S 0.2446 1.3352 2.7030 0.0830
C -0.1398 2.6547 1.6234 0.0132
N -0.1751 2.2735 0.3579 -0.0436
C -0.5336 3.3069 -0.5096 0.0243
C -0.6671 3.2411 -1.8913 -0.0094
C -1.0385 4.3947 -2.5531 0.0020
C -1.2701 5.5879 -1.8590 0.0021
C -1.1336 5.6589 -0.4859 0.0025
C -0.7628 4.4979 0.1838 0.0002
S -0.5152 4.2828 1.9040 0.0327
H -0.4797 2.3193 -2.4270 -0.0029
H -1.1464 4.3793 -3.6289 0.0002
H -1.5543 6.4747 -2.4085 0.0002
H -1.3053 6.5850 0.0456 0.0001
O 3.7367 -0.6299 2.0326 0.0944
N 3.0984 -1.4602 1.7672 0.1050
O 1.5232 -0.7782 0.6973 0.0513
C -3.6857 2.4475 1.2714 0.0033
C -4.6932 1.9166 0.2412 0.0076
C -4.4019 2.6287 -1.0875 0.0050
C -6.1177 2.2980 0.7035 -0.0001
Si -4.6803 0.0297 0.0457 -0.0237
Br -2.0757 -0.4835 -0.1896 0.0708
C -5.0369 -1.0085 1.5869 0.0044
C -4.3540 -2.3838 1.6228 0.0019
C -4.6439 -0.2727 2.8760 0.0025
C -6.5710 -1.2116 1.5889 -0.0011
C -5.1568 -0.6804 -1.6437 0.0058
C -6.6080 -0.1938 -1.8727 0.0009
C -5.1505 -2.2160 -1.6381 0.0030
C -4.2949 -0.2238 -2.8316 0.0089
H -3.7230 3.5405 1.2511 -0.0004
H -2.6677 2.1452 1.0225 -0.0042
H -3.8984 2.1333 2.2890 0.0002
H -4.4040 3.7075 -0.9064 -0.0001
H -5.1520 2.4303 -1.8523 0.0003
H -3.4201 2.3646 -1.4875 -0.0015
H -6.1806 3.3884 0.7517 -0.0002
H -6.3538 1.9153 1.6968 0.0002
H -6.8918 1.9623 0.0118 0.0001
H -3.2691 -2.2968 1.6810 -0.0002
H -4.6037 -3.0181 0.7777 -0.0007
H -4.6852 -2.8999 2.5272 0.0001
H -3.5740 -0.0518 2.9129 -0.0014
H -4.8721 -0.9237 3.7233 0.0002
H -5.1987 0.6534 3.0253 -0.0004
H -6.9136 -1.8454 0.7705 0.0001
H -7.1264 -0.2722 1.5564 0.0002
H -6.8423 -1.7112 2.5223 0.0001
H -7.2888 -0.4745 -1.0664 0.0000
H -6.9806 -0.6672 -2.7844 0.0006
H -6.6692 0.8852 -2.0186 0.0002
H -5.8445 -2.6449 -0.9161 0.0003
H -4.1545 -2.6222 -1.4493 0.0001
H -5.4596 -2.5617 -2.6272 0.0001
H -4.2942 0.8523 -2.9793 -0.0012
H -4.7082 -0.6757 -3.7365 0.0004
H -3.2636 -0.5654 -2.7488 -0.0022
```

Energy relative to the best compared isomer or geometry (same formula, charge and spin) (kJ/mol): 0.0
Total charge: +2
DFT total energy (Eh): -4742.632436
HOMO-LUMO gap (spin up / spin down) (eV): 6.2 / 6.4
Spin multiplicity: 4
F_max (eV/A): 0.2

- Number 1 is which compound?
  C28H28LuN2Si

Repeat the first record exactly.
# C28H28LuN2Si

A molecular structure, C28H28LuN2Si at a distorted geometry (ωB97M-V with the def2-TZVPD basis set, OMol25).

The geometry in XYZ format:
```
60
Properties=species:S:1:pos:R:3:nbo_charge:R:1
C 1.0281 -1.3331 3.5500 -0.4059
C 0.0166 -1.9038 2.7111 -0.3787
C 0.6690 -2.5283 1.5922 -0.3540
H -1.0698 -1.8242 2.8567 0.2714
C 2.0867 -2.3728 1.7660 -0.4020
C 2.3071 -1.6235 2.9701 -0.4131
H 3.2750 -1.3191 3.3719 0.2607
H 0.8539 -0.7571 4.4651 0.2586
H 0.1635 -2.9768 0.7227 0.2943
H 2.8520 -2.7118 1.0589 0.2660
Lu 1.1845 -0.1817 1.4981 1.8964
C -1.0720 2.3480 -1.3580 -0.8489
H -1.6233 1.5827 -0.8051 0.2144
H -0.7241 1.9724 -2.3463 0.2484
H -0.1640 2.6506 -0.7341 0.1748
Si -1.3291 -0.7373 -1.7878 0.6119
C -3.2305 -0.5013 -2.2060 -0.4023
C -3.9891 -1.4138 -1.4444 -0.2330
H -3.4617 -2.1839 -0.8649 0.1994
C -5.3905 -1.2887 -1.3618 -0.2162
H -5.9389 -1.9880 -0.7155 0.2103
C -6.0603 -0.2561 -2.0518 -0.2205
H -7.1582 -0.1889 -1.9868 0.2183
C -5.3241 0.6114 -2.8911 -0.2134
H -5.8633 1.4094 -3.4372 0.2176
C -3.9181 0.4835 -2.9861 -0.2297
H -3.3445 1.1845 -3.6183 0.2169
C -0.7825 -2.2433 -2.7700 -0.4911
C -1.6651 -2.8315 -3.7031 -0.2054
H -2.6619 -2.4159 -3.8296 0.2232
C -1.2690 -3.8394 -4.5982 -0.2054
H -2.0105 -4.2870 -5.2633 0.2142
C 0.0574 -4.2753 -4.6839 -0.2144
H 0.3608 -5.0497 -5.4249 0.2232
C 0.9786 -3.5855 -3.8735 -0.2390
H 2.0362 -3.8232 -4.0172 0.2046
C 0.5791 -2.6180 -2.9256 -0.1652
H 1.3573 -2.0885 -2.3864 0.1766
H -1.8362 3.1359 -1.4221 0.2208
H -1.1611 0.3815 -2.7870 -0.2237
C 5.2638 1.4892 0.5639 -0.2190
C 5.3768 2.6062 1.3981 -0.1092
C 4.2847 2.9894 2.1734 -0.1980
C 3.0933 2.2588 2.1251 0.1714
N 3.0309 1.1209 1.3579 -0.6127
C 4.0652 0.7745 0.5386 0.0809
C 1.9024 2.5755 2.9203 0.2434
C 1.8336 3.6666 3.7914 -0.2156
C 0.6766 3.8799 4.5413 -0.1098
C -0.3971 2.9998 4.3988 -0.2227
C -0.2900 1.9338 3.5144 0.0821
N 0.8550 1.6947 2.8167 -0.6073
H 6.0875 1.1549 -0.0647 0.2560
H 6.3358 3.1362 1.4597 0.2546
H 4.3587 3.8331 2.8491 0.2369
H 3.8799 -0.0940 -0.1091 0.2314
H 2.6940 4.3173 3.8939 0.2361
H 0.6167 4.6984 5.2579 0.2519
H -1.3209 3.1242 4.9689 0.2568
H -1.1052 1.2282 3.3213 0.2327
```

Energy relative to the best compared isomer or geometry (same formula, charge and spin) (kJ/mol): 143.9
Total charge: +1
DFT total energy (Eh): -2717.997585
HOMO-LUMO gap (eV): 3.8
Spin multiplicity: 1
F_max (eV/A): 4.2

- energy relative to the best compared isomer or geometry (same formula, charge and spin) of number 3 (C19H31BrN2O2S2SiTc)?
  0.0 kJ/mol